{"formula": "C62H49Br2N4O4P2RbS4", "method": "wB97M-V/def2-TZVPD", "species": ["C", "C", "H", "C", "C", "C", "C", "H", "H", "N", "C", "C", "H", "H", "C", "S", "Br", "H", "C", "C", "H", "C", "C", "C", "C", "H", "C", "H", "O", "C", "C", "H", "C", "C", "C", "H", "C", "C", "H", "H", "C", "C", "C", "Br", "N", "C", "C", "C", "C", "H", "C", "H", "C", "H", "C", "C", "C", "O", "H", "C", "C", "H", "C", "C", "C", "H", "C", "H", "H", "H", "H", "H", "C", "C", "C", "H", "S", "C", "C", "H", "C", "H", "H", "H", "Rb", "H", "P", "H", "H", "C", "C", "P", "S", "N", "H", "H", "C", "O", "H", "C", "C", "H", "H", "N", "C", "H", "H", "C", "C", "H", "S", "C", "C", "H", "H", "O", "C", "C", "H", "H", "C", "H", "H", "C", "H", "H", "C", "H"], "coordinates": [[-4.71120, -5.36682, 3.67070], [4.11470, 3.89738, 2.43040], [0.25460, 1.39188, 2.60090], [2.03270, 0.80008, 4.69710], [4.90560, -0.93762, -0.71920], [4.07740, 2.63828, 3.02770], [-2.87140, -0.02762, 1.66600], [3.00600, -0.03342, -0.33800], [-4.05770, 1.83818, -5.51070], [-4.42580, -2.89632, 3.31440], [-2.49900, 2.11568, -4.04650], [-4.05520, -4.21082, 3.25680], [2.04330, 1.87678, 4.81980], [-0.57290, 0.26528, -4.53900], [1.85520, -3.62702, -0.69530], [1.99170, -2.30122, -1.73090], [3.70280, -1.31622, -5.90940], [-0.59780, 0.94498, 3.92710], [-3.47430, -0.76132, 2.68810], [4.76500, 4.94358, 3.05400], [1.02730, 0.44238, 6.54890], [5.67130, 0.07138, 1.75330], [-3.17710, 2.39118, -5.20570], [1.94830, -1.94982, 4.33590], [1.40810, -1.38232, 5.47820], [-5.24500, 1.87628, -1.92970], [0.65280, 4.33618, -2.68820], [-4.53840, -7.48642, 3.81170], [-2.17180, -0.55892, 0.65440], [-0.94040, 3.98888, -4.45110], [-6.96490, -0.13352, -4.03300], [5.87880, 5.56488, 4.78400], [-0.81770, 2.41098, -2.48620], [-4.19390, -0.08862, 3.68660], [4.39190, 0.31618, 1.26230], [-3.78200, -1.15062, -4.54210], [2.62460, 0.14858, -3.70270], [-5.89860, -0.85632, -4.54310], [0.42030, -1.95272, -5.05670], [5.79340, 3.34178, 5.85810], [4.70600, 2.44268, 4.25890], [1.45790, -0.00592, 5.66230], [5.33770, 3.49468, 4.88860], [-5.13140, 2.19208, 5.07890], [-0.52200, 0.82438, 2.92550], [-0.31130, -1.84972, -4.26310], [-4.60820, -0.58912, -4.12450], [-6.73530, 0.85698, -3.09300], [2.53690, -1.14502, 3.37270], [-1.86380, 3.60578, -0.42260], [-4.36120, 0.39978, -3.17830], [1.89920, -3.01582, 4.17220], [-3.42800, -2.21712, 2.79200], [-1.96610, -3.74682, -2.00880], [-2.70020, 3.44168, -6.01700], [4.85960, 1.63678, -3.26160], [4.88400, 0.71248, -4.29500], [-2.36060, 1.97308, 0.60440], [6.87540, -1.77062, -0.80700], [6.55570, -0.67822, 1.00370], [-2.34580, 3.37478, 0.52630], [-0.25780, -0.14152, 2.75610], [5.37670, 4.74668, 4.28820], [3.69950, 1.76338, -2.51310], [-2.11700, -5.51382, 2.50520], [-5.69160, -5.31372, 4.12070], [-1.81930, -0.49222, -2.97260], [-1.42390, -2.78432, 2.09490], [-3.35640, 3.79658, 0.52180], [-7.56250, 1.42938, -2.69070], [-1.76800, 3.81008, 1.34940], [-0.21910, -3.92502, -3.75110], [4.01110, -0.19302, 0.02750], [6.17780, -1.17912, -0.23340], [3.74160, -0.04272, -4.50220], [-2.32710, -7.61392, 2.78420], [0.48350, -2.42312, 1.36290], [-4.25720, 1.27578, 3.65530], [-1.64590, -2.86462, -2.55060], [1.72770, -0.43832, -3.82890], [-4.06070, -6.56992, 3.49080], [5.73390, 2.23158, -3.04290], [-3.21490, 3.64528, -6.95180], [-1.12630, -5.55592, 2.08270], [0.05990, 0.53128, -0.48210], [4.79370, 5.92098, 2.59130], [3.17280, 1.29508, 2.19170], [4.67070, 1.46678, 4.72450], [0.45330, 5.65128, -4.36240], [-2.76530, -4.30172, 2.67960], [-0.86540, -0.61172, -3.97470], [-2.68420, 1.06398, -2.54410], [2.55030, -5.17572, -1.28740], [2.61080, 1.04568, -2.73620], [3.61360, 4.03458, 1.48130], [-3.00480, -1.54672, -1.54230], [1.28320, -3.68582, 0.53590], [2.48080, -7.34332, 0.19640], [2.95180, -1.57902, 2.47390], [-2.79000, -6.64552, 2.91350], [2.58300, 0.23088, 3.55210], [5.96970, 0.45908, 2.71920], [7.54260, -0.88622, 1.39080], [-2.39430, -3.01992, 2.38370], [2.21150, -6.16882, 0.10920], [0.92550, -2.00542, 6.21830], [-6.07480, -1.63432, -5.27620], [-1.63750, 4.23388, -5.65520], [0.22610, 3.18188, -2.00400], [-4.66210, -0.66322, 4.46940], [1.43590, -5.25132, 1.38750], [-3.67320, 2.03768, 2.64990], [-2.98460, 1.38688, 1.64120], [3.63550, 2.46108, -1.68870], [-1.33190, 5.05648, -6.29530], [2.07550, 1.81168, 1.35100], [0.10310, 4.74428, -3.88010], [-0.68300, -2.97092, -3.54200], [-7.97270, -0.34192, -4.36840], [-2.01830, -1.50422, 0.79020], [-2.21310, -1.63492, -2.27740], [4.58740, -1.35182, -1.66190], [5.76070, 0.57578, -4.91310], [-5.44510, 1.10768, -2.66960], [-3.73690, 3.11208, 2.69760], [0.71580, 2.94638, -1.05800], [-1.36460, 2.87698, -3.70340], [1.43530, 4.94278, -2.24150]], "e_homo_ev": -1.24, "charge": -2, "e_tot_ev": -281903.271, "e_lumo_ev": 3.1979, "de_lowest_kj_mol": 70.2, "fmax_ha_per_bohr": 0.02966, "homo_lumo_gap_ev": 4.44}

---

{"formula": "C62H53BF2GeN7O2Ti", "method": "wB97M-V/def2-TZVPD", "species": ["H", "C", "H", "C", "H", "C", "C", "H", "H", "H", "H", "H", "C", "H", "C", "C", "H", "C", "C", "O", "C", "C", "H", "H", "H", "O", "C", "C", "C", "C", "N", "C", "H", "C", "C", "C", "C", "C", "H", "H", "H", "H", "C", "H", "H", "N", "C", "H", "C", "H", "F", "H", "C", "H", "C", "C", "H", "C", "C", "C", "Ti", "C", "C", "H", "H", "C", "H", "H", "C", "H", "H", "H", "C", "C", "C", "C", "H", "C", "C", "H", "C", "H", "N", "H", "H", "H", "B", "H", "C", "C", "H", "C", "H", "C", "H", "Ge", "C", "H", "H", "N", "C", "H", "C", "C", "F", "H", "C", "C", "H", "H", "C", "H", "N", "C", "C", "N", "H", "C", "C", "C", "H", "H", "C", "C", "N", "C", "C", "C", "H"], "coordinates": [[1.63883, 5.64104, 1.74619], [-2.13031, -9.40568, 2.46311], [3.07997, -5.26933, -1.20403], [-1.19973, -4.15347, 0.87731], [-2.77705, -4.54111, 5.04788], [-2.86804, -3.76803, 4.29603], [-1.89507, -0.38344, -3.92208], [-0.12242, 5.25344, -0.27693], [4.99596, -1.11534, -0.04730], [0.72602, -4.59780, 1.78360], [5.66092, 0.67418, 1.74443], [0.59310, -4.05850, -3.33422], [0.27659, -4.58395, 0.78853], [0.86977, -3.87668, 0.21047], [0.54997, -6.86856, -4.19374], [-0.46282, 3.09250, -0.57235], [-1.11032, -2.74595, 4.95209], [-4.16178, 0.12801, -1.85490], [0.88979, -6.90460, -2.84704], [-2.45061, -2.96621, -0.81726], [0.06733, 4.23525, 0.01611], [1.54247, -2.73426, -1.94844], [-0.50336, -6.46652, 2.83575], [-2.21291, -10.55314, 0.65280], [-5.14865, 1.49209, 1.08871], [-0.77132, -1.89970, 0.15792], [0.04374, -6.36462, -1.87993], [1.59047, 1.32379, 5.01986], [0.61847, 0.60712, 4.14537], [-0.97545, -0.69388, 3.31903], [0.57627, 0.73636, 2.81052], [-1.83574, -9.65809, 1.13053], [5.47498, -5.73983, -0.92369], [-3.03360, 3.28693, -3.96775], [-3.06717, -1.78775, 2.37270], [-1.64837, -8.25518, 3.07138], [2.68342, -3.82591, -3.76041], [-4.00356, -2.81081, 2.41684], [-3.08182, 3.71605, -0.60954], [1.51082, 2.40464, 4.90577], [-0.63156, -0.58305, 5.50664], [-1.85701, -5.37927, -1.57717], [3.39275, -6.05587, -0.52227], [-6.08201, 0.65234, -1.07934], [2.80321, 4.32024, 1.87709], [2.37810, 0.43694, 1.04570], [3.86633, -3.21634, -3.36625], [-0.90967, -6.25520, -5.64261], [-0.37140, -0.28166, 4.50680], [4.54772, -8.85435, 1.86321], [1.46532, -0.19359, -5.13975], [-2.73456, -10.10518, 3.02611], [-0.41052, -0.05936, -2.06863], [-1.00242, -0.55097, -5.86755], [-2.01234, -1.74423, 3.27626], [3.70323, 0.24577, 1.06914], [1.68305, 0.08853, -2.60636], [-2.79529, 0.09250, -1.59664], [-2.70036, 3.48017, -1.59504], [-4.51169, 1.07141, 0.32421], [-0.30340, -0.17012, 0.01604], [0.42690, -0.21228, -4.29429], [5.16360, -7.32488, 0.49192], [1.39202, 1.07301, 6.05934], [-2.44326, -5.30792, -3.94394], [-3.53284, 3.55824, -2.70124], [-1.29157, 2.77839, -5.11456], [0.18376, 2.63021, -3.14293], [-1.36840, 3.10583, -1.74418], [2.37044, 2.03763, 2.60540], [1.44679, 4.41262, 2.99850], [-1.90154, -4.95864, 0.65856], [-3.90884, -3.80547, 3.37829], [-1.55960, -3.00787, -0.01842], [-3.15623, 0.95425, 0.54054], [-0.83723, -0.40808, -4.80933], [0.61726, -2.55272, -1.42828], [2.80928, -1.12735, -0.43539], [1.52243, -3.58437, -3.04370], [-3.68155, 3.35171, -4.83202], [-1.50463, -5.75454, -3.64089], [1.83234, -7.35192, -2.55139], [1.79968, -0.41945, 0.13375], [-4.80602, -2.82748, 1.69091], [4.57722, 2.06803, 1.78624], [6.21892, -7.53418, 0.61094], [1.59460, 1.45868, 1.91863], [4.43372, 0.80461, 3.00591], [-1.92988, -2.74948, 4.24497], [-0.64425, -6.28592, -4.59351], [-4.57005, 3.84161, -2.57544], [4.01035, -0.73618, 0.15125], [4.81290, -1.88570, -2.01280], [2.71767, -2.10671, -1.54228], [2.66443, -4.48396, -4.61892], [0.55042, -6.36164, 0.00318], [1.74892, 4.58145, 1.96462], [2.61701, 1.03875, 4.79055], [-2.69807, 1.25856, 1.47425], [-2.32992, 0.44102, -0.37611], [-0.87159, -7.36252, 2.34521], [2.14613, -8.39316, 1.58772], [2.43728, -6.79488, 0.17742], [-1.05892, -8.76180, 0.40906], [-3.12740, -0.52444, -4.43990], [-1.41722, -3.82810, 1.89340], [2.87026, -7.80210, 1.03780], [3.88180, -2.36850, -2.27241], [-3.16917, -1.03108, 1.61530], [-4.53758, -0.19326, -2.81136], [4.74622, -6.31784, -0.36859], [1.21864, -7.29664, -4.93027], [0.86922, 2.45214, 1.01185], [-1.16461, -5.80117, -2.29603], [-1.69408, 2.95971, -4.12636], [-0.41068, -0.04640, 2.27735], [-0.84551, -8.96568, -0.63475], [0.66377, -0.04260, -2.94123], [-1.72180, -0.19011, -2.55824], [-0.56332, -7.60375, 1.00678], [4.78036, -3.38931, -3.91888], [-4.63544, -4.60633, 3.41037], [4.22514, -8.06644, 1.19470], [4.64254, 0.99359, 1.95320], [0.01969, 1.99861, 0.04960], [0.91137, 3.79054, 1.01850], [-0.86320, 2.87450, -3.01955], [-5.01831, 0.61196, -0.88399], [-1.87452, -8.05637, 4.11165]], "e_homo_ev": -10.75, "charge": 1, "e_tot_ev": -165424.701, "e_lumo_ev": -3.5774, "de_lowest_kj_mol": 0.0, "fmax_ha_per_bohr": 0.00856, "homo_lumo_gap_ev": 7.17}